1.
C32H55CoNP2Si | wB97M-V/def2-TZVPD

- multiplicity = 5
- HOMO level (alpha / beta) (eV) = -9.29 / -9.21
- net charge = +1
- HOMO-LUMO gap (alpha / beta) (eV) = 6.005 / 5.547

Structure (XYZ):
```
92
C32H55CoNP2Si, DFT wB97M-V/def2-TZVPD
Co -0.22827 -0.60119 -3.09980
P -1.53968 -1.00557 -0.65641
P 1.71672 -0.07583 -0.23330
Si -1.83200 2.58305 2.43239
N -0.17811 2.04645 2.38805
C 0.49241 -3.11700 1.21427
C -2.96861 1.13515 2.06225
C 0.29306 -1.62045 -5.47690
C 1.39230 -2.27846 1.93615
C 1.35807 0.09980 -3.83209
C -1.48422 -2.45962 -1.74049
C -2.27802 3.25431 4.12829
C -0.72537 -1.82760 2.70813
C -0.53345 1.37127 -4.88533
C -0.82232 -2.80908 1.66702
C 2.86104 -2.24565 1.82782
C -0.03944 0.10994 -1.02147
C -1.75866 -0.80529 -4.18717
C 0.90118 -4.18402 0.28133
C 0.64214 -1.52793 2.88963
C 0.96177 1.38073 -4.48168
C -1.38278 0.56412 -3.93464
C 0.98343 2.63558 2.64198
C 2.41577 4.48271 3.41467
C 1.18450 -0.77624 4.04401
C -1.24213 -1.65872 -5.32167
C 2.19254 1.85971 2.49146
C 2.88610 -1.09586 -1.26142
C -2.06743 3.88559 1.10257
C 1.15993 4.00183 3.05915
C 2.25322 1.56302 -0.85706
C 3.43281 2.34619 2.86293
C 1.04654 -1.25494 -4.22551
C 3.54860 3.66097 3.33822
C -3.09375 -0.15501 -1.13436
C -1.79094 -1.48904 3.67579
C -2.09901 -3.45970 1.29402
H 4.52253 4.04423 3.64040
H 3.72640 -1.30178 -0.58147
H 2.07795 0.84174 2.07838
H -3.19256 -0.02951 -2.22265
H -2.49160 -2.73088 -2.08517
H 1.76435 -1.99876 -3.82771
H -2.71509 -1.14561 -3.76138
H -3.01883 4.41641 1.25046
H 4.31376 1.70085 2.77952
H -1.67894 -2.12599 4.57141
H -3.14356 3.92938 4.05418
H -2.78884 -1.66947 3.25908
H 0.19239 0.60739 -2.03680
H 0.58057 -0.95452 -6.29556
H -1.52306 -2.69890 -5.10304
H -1.25525 4.62468 1.12525
H 2.31862 0.18691 -3.31389
H 0.89871 -1.26679 4.99308
H 3.20301 -2.80477 0.95338
H -1.95344 1.15060 -3.20314
H 1.70911 -3.89717 -0.39696
H -1.44406 3.81185 4.57479
H 1.13222 2.16192 -3.72783
H -2.42441 0.30964 1.58028
H 1.63251 2.33077 -0.37468
H -0.42087 0.97623 -0.44178
H -1.09127 -3.27533 -1.13508
H 3.24971 -1.21683 1.76459
H 2.50821 5.51186 3.75179
H 3.33605 -0.58160 -2.12056
H 3.36463 -2.69267 2.70883
H 2.27984 -0.73746 4.00000
H 0.79608 0.25276 4.07735
H 1.27654 -5.01640 0.85932
H -1.71890 -1.38115 -6.26940
H -1.97212 -4.10236 0.42366
H -2.90273 -2.72793 1.10621
H -1.73098 -0.44730 4.01512
H -0.89927 2.40346 -4.85219
H -2.47917 -4.11083 2.10438
H -0.63740 0.97893 -5.90503
H -0.77250 -2.30107 -2.60726
H -3.78567 1.43313 1.39234
H -3.13433 0.81325 -0.62777
H 2.49486 -2.06327 -1.60631
H -3.43557 0.73686 2.97232
H 1.63234 1.64849 -5.31063
H 0.27437 4.63841 3.10854
H 2.21069 1.66183 -1.95485
H 3.28911 1.63991 -0.50254
H 0.08607 -4.58862 -0.32064
H -2.07843 3.43393 0.10138
H 0.64394 -2.60214 -5.81847
H -2.54258 2.43650 4.81385
H -3.94108 -0.74602 -0.76791
```

Charges obtained by Mulliken population analysis, quoted in units of e: Co -0.80; P 1.05; P 1.10; Si 0.07; N 0.22; C 1.47; C -0.05; C -1.20; C 0.11; C -0.50; C -0.11; C -1.17; C 0.71; C -1.40; C 0.49; C -1.46; C -1.54; C -0.41; C -1.93; C 1.24; C -0.60; C 0.25; C -0.35; C -0.79; C -1.94; C -1.25; C 0.81; C -1.56; C -1.09; C -0.45; C -1.43; C -0.71; C 0.00; C -0.59; C -1.39; C -1.74; C -1.68; H 0.41; H 0.53; H 0.34; H 0.53; H 0.63; H 0.66; H 0.87; H 0.40; H 0.43; H 0.37; H 0.38; H 0.41; H 0.52; H 0.28; H 0.39; H 0.35; H 0.83; H 0.45; H 0.38; H 0.61; H 0.30; H 0.34; H 0.27; H -0.74; H 0.20; H 0.29; H -0.51; H 0.18; H 0.42; H 0.58; H 0.41; H 0.40; H 0.14; H 0.45; H 0.48; H 0.46; H 0.34; H 0.21; H 0.51; H 0.43; H 0.18; H -0.41; H 0.53; H 0.10; H 0.04; H 0.50; H 0.54; H 0.39; H 0.45; H 0.51; H 0.53; H 0.21; H 0.41; H 0.31; H 0.40

---

2.
C32H56BCl25O2 | wB97M-V/def2-TZVPD

- multiplicity = 1
- HOMO level (eV) = -9.73
- HOMO-LUMO gap (eV) = 9.945
- SMILES = CCCCCCCCCCCCCCCCCCCCB(Cl)CCOC(C)=O.ClC(Cl)Cl.ClC(Cl)Cl.ClC(Cl)Cl.ClC(Cl)Cl.ClC(Cl)Cl.ClC(Cl)Cl.ClC(Cl)Cl.ClC(Cl)Cl

Structure (XYZ):
```
116
C32H56BCl25O2, DFT wB97M-V/def2-TZVPD
Cl -3.81933 2.84899 7.80347
Cl 1.56382 -0.66219 -3.78880
Cl -4.58716 5.64122 7.54037
Cl -6.68963 2.22800 3.44615
Cl 9.02889 1.43065 2.24394
Cl -3.89043 -9.11868 0.68221
Cl -7.15360 2.24896 6.31627
Cl 8.78393 5.38752 2.88981
Cl 6.70081 -1.38478 -3.08874
Cl -3.11464 3.02185 -6.54639
Cl -4.76112 3.63978 -4.23067
Cl 11.02983 5.72323 4.70683
Cl -4.29172 -8.07285 -2.00248
Cl -5.93078 3.94009 9.47872
Cl -9.38797 1.91709 4.48523
Cl 5.98787 1.12537 -4.37143
Cl -6.80964 -5.21762 0.80025
Cl 1.63160 -3.39137 -4.79451
Cl 9.44375 0.02052 -0.27338
Cl 7.88882 -0.66905 -5.64594
Cl -2.53190 -6.68432 -0.14888
Cl 11.29442 2.10493 0.55536
Cl 3.16064 -1.30889 -6.13282
Cl -4.65090 0.91805 -5.25275
Cl 11.47168 5.72518 1.83191
O -5.37909 -1.66253 2.47464
O -3.82475 -1.84479 0.77918
C 3.49575 1.41119 0.27102
C 10.23036 0.80372 1.10525
C -4.09447 -1.48906 1.93148
C -6.13279 -3.13587 -1.24054
C 1.68259 -1.67828 -5.23199
C -6.50943 -1.70444 -1.84914
C 3.33193 -3.33435 -1.44706
C 4.33903 -2.20642 -0.86858
C 1.12669 2.29009 -0.19322
C 5.97827 0.66622 -0.41434
C 4.09552 -4.70866 -1.73309
C 0.00200 3.41863 0.03227
C 6.44170 -0.56394 -4.63357
C -5.18964 0.62772 -1.85297
C -4.60623 2.63484 -5.67826
C -4.00099 -7.65669 -0.30781
C -3.70420 1.18844 -1.53555
C -7.67443 1.57934 4.76522
C -1.30014 2.91388 -0.79079
C 4.16000 -2.05631 0.70533
C -3.83762 2.45310 -0.57434
C 2.57847 2.74900 0.32468
C -6.41531 -1.18545 1.58366
C 5.23853 -1.13332 1.44621
C -2.50029 2.71814 0.27103
C -2.92127 -0.86948 2.82175
C 6.40221 -0.54885 0.52652
C -5.16288 -0.93260 -2.23560
C 10.50206 5.06109 3.15358
C 5.06715 1.77224 0.27933
C -7.45794 -2.35848 1.19500
C -4.40153 4.28358 8.65835
B -6.78671 -3.45391 0.19728
H 5.15215 2.71290 -0.37338
H -4.84087 -7.06593 0.04749
H -5.44766 2.84680 -6.33297
H -3.23960 0.09145 3.34739
H 5.41787 2.09287 1.31327
H -5.01013 -3.33683 -1.19385
H -8.35727 -1.87293 0.69553
H 0.83081 -1.46360 -5.87231
H -6.03925 -0.64618 0.66402
H 4.77800 -0.27819 2.04927
H 3.18115 0.85753 -0.66673
H -5.62795 1.25071 -2.70002
H -7.18773 -1.07146 -1.20165
H -2.26536 1.80793 0.90338
H 10.64576 3.98325 3.17440
H 3.98264 -1.23013 -1.35150
H 2.55956 3.05445 1.42126
H 2.87235 -2.99649 -2.43999
H 4.96609 -4.86045 -1.01132
H 5.74871 -1.79886 2.22935
H 0.37924 4.40746 -0.38854
H -2.03539 -0.61024 2.16548
H 7.19705 -0.14195 1.23828
H -7.80920 -2.89387 2.13305
H -1.56559 3.61754 -1.63704
H 5.39885 -2.42143 -1.22030
H -5.00197 -0.97327 -3.36601
H -6.54776 -3.92675 -1.96310
H 2.47128 -3.47852 -0.71557
H 5.62538 -1.06087 -5.15092
H -3.09561 0.36061 -1.05731
H -3.26188 1.50421 -2.52827
H 0.84554 1.36632 0.42249
H -7.53863 0.50085 4.79512
H -7.07288 -1.88061 -2.82848
H 6.90461 -1.41190 -0.02567
H 10.83526 0.06202 1.62063
H 6.95061 1.18222 -0.73774
H -4.69749 2.36293 0.17900
H -3.99343 3.36355 -1.24193
H 3.17938 0.79803 1.17223
H -0.26506 3.48008 1.13871
H 3.10657 -1.67821 0.94291
H -1.08127 1.88246 -1.23083
H -3.66455 4.55699 9.40906
H 1.19666 1.94694 -1.27590
H 4.20683 -3.11296 1.14730
H 3.34661 -5.56125 -1.60649
H -2.56615 -1.63473 3.58674
H -7.04100 -0.42049 2.17682
H 5.48972 0.33839 -1.39520
H -2.55587 3.66281 0.90288
H 3.01591 3.57435 -0.31636
H -5.80920 0.79842 -0.91292
H -4.25456 -1.41140 -1.76122
H 4.44895 -4.68401 -2.81121
```

These are the Mulliken partial charges, in e, on atoms 1 to 99: Cl -0.09; Cl -0.03; Cl -0.11; Cl -0.11; Cl -0.14; Cl -0.14; Cl -0.07; Cl -0.12; Cl -0.07; Cl -0.13; Cl -0.09; Cl -0.13; Cl -0.13; Cl -0.11; Cl -0.13; Cl -0.12; Cl -0.33; Cl -0.12; Cl -0.05; Cl -0.14; Cl -0.12; Cl -0.12; Cl -0.14; Cl -0.07; Cl -0.13; O -0.37; O -0.45; C 0.24; C -0.01; C 0.71; C -0.80; C -0.16; C -0.58; C 0.38; C 0.44; C -0.41; C 0.61; C -1.10; C -0.64; C 0.42; C -0.47; C -0.06; C 0.60; C -0.57; C 0.04; C -0.30; C -0.70; C -0.36; C -0.70; C 0.81; C -0.88; C -0.59; C -0.94; C 0.00; C -0.57; C 0.27; C -0.88; C -0.93; C -0.02; B 0.32; H 0.39; H -0.21; H 0.37; H 0.27; H 0.18; H 0.29; H 0.36; H 0.40; H -0.43; H 0.28; H -0.18; H 0.31; H 0.40; H 0.04; H 0.10; H -0.25; H 0.23; H -0.56; H 0.30; H 0.39; H 0.30; H 0.21; H -0.25; H 0.34; H 0.31; H -0.08; H 0.05; H 0.34; H 0.36; H -0.09; H 0.39; H 0.18; H 0.19; H 0.26; H 0.45; H 0.24; H 0.35; H 0.27; H 0.23

---

Energy for the records above, in order: -99636.78732; -351921.64543 eV